88
Properties=species:S:1:pos:R:3:forces:R:3:lowdin_spin:R:1 method="wB97M-V/def2-TZVPD" e_tot_ha=-5816.66510 charge=+1 e_homo_ev="-11.185 / -11.185" s2=3.790 multiplicity=4 orbital_gap_ha="0.3008 / 0.3245" e_lumo_ev="-3.001 / -2.355"
Cr -1.880 0.681 0.220 -0.49 -0.23 -0.73 2.941
O -1.596 3.087 -3.436 -0.08 -0.20 -0.04 0.002
C -1.788 2.114 -2.563 -0.02 0.20 0.08 0.003
O -0.932 1.602 -1.877 -0.01 0.17 -0.63 0.023
C -3.237 1.728 -2.448 0.20 -0.14 0.16 0.002
O -3.231 0.635 -1.562 -0.29 -0.08 0.16 0.009
C -4.525 0.141 -1.173 0.32 0.14 0.08 0.001
C -4.289 -0.860 -0.059 0.35 -0.02 0.32 0.007
O -5.162 -1.623 0.269 0.36 0.13 0.02 0.008
O -3.078 -0.781 0.478 -0.43 -0.10 0.04 0.024
H -0.658 3.314 -3.450 0.34 0.12 -0.05 0.000
H -3.633 1.449 -3.420 -0.09 -0.04 -0.20 0.000
H -3.806 2.575 -2.060 -0.07 0.08 0.08 0.000
H -5.022 -0.348 -2.001 -0.03 -0.05 -0.24 0.000
H -5.148 0.952 -0.792 0.00 0.10 -0.01 0.000
O -3.224 2.099 0.809 0.13 -0.09 -0.08 0.013
S -2.208 3.178 1.054 0.13 0.11 -0.05 0.004
O -2.571 4.477 0.611 -0.04 0.08 -0.06 -0.001
O -0.966 2.598 0.452 -0.21 0.11 0.33 0.016
C -1.995 3.185 2.799 -0.05 -0.11 0.07 0.000
C -2.332 4.322 3.514 0.00 0.12 -0.19 0.000
C -2.232 4.293 4.894 0.02 -0.05 0.24 0.000
C -1.811 3.136 5.540 0.01 0.09 0.09 -0.001
C -1.488 1.998 4.813 -0.01 0.02 0.05 -0.002
C -1.579 2.010 3.429 -0.05 0.12 -0.23 -0.005
P -1.072 0.540 2.467 0.01 -0.20 0.86 -0.034
C 0.708 0.514 2.847 0.08 -0.05 -0.17 -0.005
C 1.540 1.452 2.222 -0.06 -0.13 0.05 -0.002
C 2.885 1.520 2.555 0.02 -0.01 -0.01 0.000
C 3.412 0.654 3.508 0.02 -0.03 -0.01 -0.002
C 2.587 -0.263 4.143 0.02 0.00 0.05 0.000
C 1.236 -0.331 3.821 0.02 -0.01 0.09 -0.003
C -1.897 -0.846 3.282 -0.16 0.10 0.03 -0.002
C -3.233 -0.638 3.642 0.12 -0.02 0.00 -0.004
C -4.015 -1.699 4.062 0.01 -0.03 -0.02 0.001
C -3.473 -2.977 4.124 -0.05 -0.05 0.04 -0.004
C -2.146 -3.188 3.777 0.05 -0.01 0.01 0.000
C -1.359 -2.127 3.347 -0.02 -0.11 -0.11 -0.003
H -2.667 5.211 2.987 0.06 -0.16 0.07 0.000
H -2.494 5.171 5.472 0.04 -0.06 -0.04 0.000
H -1.727 3.123 6.622 -0.04 -0.02 -0.10 0.000
H -1.177 1.093 5.321 0.02 0.06 0.02 0.000
H 1.127 2.144 1.500 -0.01 0.01 -0.05 0.000
H 3.522 2.258 2.079 -0.07 -0.08 0.03 0.000
H 4.466 0.703 3.763 -0.11 0.02 -0.01 0.000
H 2.989 -0.918 4.910 -0.05 0.06 -0.11 0.000
H 0.595 -1.029 4.349 0.15 0.14 -0.04 0.000
H -3.664 0.354 3.571 -0.03 -0.04 0.00 0.000
H -5.053 -1.535 4.320 0.04 0.00 0.00 0.000
H -4.092 -3.811 4.436 0.08 0.08 -0.01 0.000
H -1.721 -4.185 3.835 -0.04 0.10 -0.03 0.000
H -0.333 -2.311 3.049 -0.11 -0.04 -0.06 0.000
Cl 0.796 -5.414 -5.654 -0.02 -0.01 0.00 0.000
C 1.581 -4.308 -4.584 0.00 0.06 0.03 0.000
C 1.118 -3.005 -4.475 -0.10 0.10 -0.04 0.000
C 1.770 -2.127 -3.626 -0.05 0.10 0.01 0.000
C 2.877 -2.521 -2.878 -0.02 0.06 0.07 0.000
C 3.562 -1.529 -1.956 -0.31 0.14 0.10 0.000
C 3.039 -1.568 -0.514 -0.09 -0.09 -0.14 0.000
N 1.581 -1.477 -0.398 0.28 -0.33 -0.06 0.006
C 0.716 -2.545 -0.210 0.35 0.03 -0.05 0.001
C -0.532 -2.026 -0.148 0.13 0.50 -0.12 0.005
N -0.439 -0.646 -0.322 0.37 -0.28 0.42 -0.009
C 0.856 -0.358 -0.458 -0.54 -0.12 -0.36 0.012
O 3.373 -0.192 -2.375 -0.29 0.17 -0.23 0.000
C 4.056 0.145 -3.587 0.02 0.01 -0.04 0.000
C 3.348 1.225 -4.363 -0.24 -0.25 0.32 0.000
C 2.978 2.444 -3.872 0.23 -0.02 -0.33 0.000
Cl 3.274 3.094 -2.311 -0.03 -0.13 -0.01 0.000
S 2.242 3.427 -5.074 -0.27 0.12 0.17 0.000
C 2.338 2.178 -6.238 0.07 0.14 -0.19 0.000
C 2.958 1.083 -5.734 0.10 -0.28 0.07 0.000
C 3.306 -3.839 -3.002 -0.17 0.02 0.02 0.000
Cl 4.643 -4.420 -2.054 0.03 0.02 0.01 0.000
C 2.671 -4.736 -3.848 0.12 -0.15 0.00 0.000
H 0.257 -2.685 -5.053 0.12 -0.05 0.07 0.000
H 1.422 -1.099 -3.543 0.07 -0.15 -0.01 0.000
H 4.625 -1.765 -1.899 0.20 -0.02 -0.02 0.000
H 3.474 -0.721 0.009 0.02 0.04 0.12 0.000
H 3.353 -2.486 -0.021 -0.02 -0.03 -0.03 0.000
H 1.070 -3.568 -0.153 -0.04 0.26 0.00 0.000
H -1.478 -2.515 0.007 -0.01 0.08 0.02 0.000
H 1.264 0.623 -0.676 -0.05 -0.21 0.16 0.000
H 4.136 -0.742 -4.216 0.01 -0.03 -0.13 0.000
H 5.068 0.461 -3.333 0.16 0.08 0.06 0.000
H 1.967 2.343 -7.244 0.08 -0.07 0.25 0.000
H 3.156 0.188 -6.316 -0.06 0.13 0.13 0.000
H 3.026 -5.757 -3.933 -0.03 0.12 0.02 0.000